(a)
This record from the Open Molecules 2025 dataset describes a molecular structure, HN3P2. The level of theory is ωB97M-V/def2-TZVPD.

The geometry in ORCA input format:
```
! RIJCOSX wB97M-V def2-TZVPD def2/J DEFGRID3
* xyz 0 1
N -0.810 -1.116 0.777
N -0.307 -1.160 -0.326
N 0.426 1.150 0.471
P -0.380 0.493 1.622
P 0.898 0.071 -0.754
H 0.172 0.562 -1.789
*
```

Its LUMO energy is -1.11 eV.

(b)
This record from the Open Molecules 2025 dataset describes a single HN3P2 molecule. The level of theory is ωB97M-V/def2-TZVPD.

The geometry in ORCA input format:
```
! RIJCOSX wB97M-V def2-TZVPD def2/J DEFGRID3
* xyz 0 1
N 0.153 -0.790 -2.517
N 0.477 -0.963 -1.379
P 0.983 0.181 -0.363
P 0.360 1.699 -1.843
N 0.070 0.684 -2.978
H 0.054 -0.159 0.468
*
```

As for the SMILES: N1=N[PH]#P=N1. Its LUMO energy is -1.03 eV.

Relative energies, in kJ/mol, with the most stable structure set to zero: (a) 0.0; (b) 162.7.

(a)
This record from the Open Molecules 2025 dataset describes 2 unconnected molecules or ions with the total composition C6H18N2. The level of theory is ωB97M-V/def2-TZVPD.

The geometry in ORCA input format:
```
! RIJCOSX wB97M-V def2-TZVPD def2/J DEFGRID3
* xyz 0 1
C 4.878 -0.318 -3.410
N 3.629 -0.190 -2.622
C 2.686 -1.188 -2.959
C 3.938 -0.286 -1.199
H 5.448 -1.187 -3.041
H 5.481 0.592 -3.248
H 4.712 -0.441 -4.493
H 1.724 -0.752 -2.639
H 2.825 -2.151 -2.440
H 2.642 -1.377 -4.045
H 4.246 -1.301 -0.897
H 3.018 -0.019 -0.653
H 4.734 0.423 -0.914
C -4.546 1.830 2.379
N -3.847 0.736 3.060
C -2.470 0.561 2.645
C -4.537 -0.470 2.611
H -5.585 1.875 2.746
H -4.565 1.744 1.280
H -4.036 2.771 2.649
H -1.856 1.360 3.094
H -2.409 0.647 1.547
H -2.052 -0.415 2.945
H -5.592 -0.509 2.931
H -3.978 -1.257 3.145
H -4.489 -0.677 1.529
*
```

As for the SMILES: CN(C)C.CN(C)C. Its LUMO energy is 0.97 eV.

(b)
This record from the Open Molecules 2025 dataset describes 2 unconnected molecules or ions with the total composition C6H18N2. The level of theory is ωB97M-V/def2-TZVPD.

The geometry in ORCA input format:
```
! RIJCOSX wB97M-V def2-TZVPD def2/J DEFGRID3
* xyz 0 1
C 7.114 6.401 -5.169
C 5.672 6.008 -5.526
N 5.452 4.695 -4.927
C 4.116 4.064 -5.044
H 7.237 6.484 -4.076
H 7.240 7.402 -5.615
H 7.904 5.739 -5.562
H 5.393 6.003 -6.598
H 5.058 6.778 -5.022
H 5.749 4.757 -3.945
H 4.082 2.978 -4.854
H 3.688 4.260 -6.042
H 3.494 4.573 -4.288
C 4.621 3.687 0.473
C 3.255 4.249 -0.152
N 3.319 4.490 -1.556
C 3.128 3.290 -2.337
H 5.414 4.446 0.376
H 4.954 2.763 -0.028
H 4.470 3.471 1.544
H 2.908 5.195 0.307
H 2.499 3.471 0.066
H 4.194 4.959 -1.823
H 3.978 2.587 -2.366
H 2.892 3.598 -3.369
H 2.253 2.766 -1.917
*
```

As for the SMILES: CCNC.CCNC. Its LUMO energy is 0.97 eV.

Relative energies, in kJ/mol, with the most stable structure set to zero: (a) 0.0; (b) 11.5.

(a)
This record from the Open Molecules 2025 dataset describes 2 unconnected molecules or ions with the total composition C4H13NOS. The level of theory is ωB97M-V/def2-TZVPD.

The geometry in ORCA input format:
```
! RIJCOSX wB97M-V def2-TZVPD def2/J DEFGRID3
* xyz 0 1
C 0.401 0.577 -1.971
N -0.322 0.753 -0.704
C -0.739 -0.444 0.047
C -1.272 0.025 1.443
C 0.405 -1.439 0.184
S -0.116 -3.165 0.229
H 0.046 1.379 -2.617
H 1.472 0.724 -1.858
H 0.181 -0.371 -2.467
H -1.119 1.300 -0.882
H -1.604 -0.887 -0.460
H -2.358 -0.070 1.497
H -0.877 -0.653 2.199
H -1.021 1.079 1.549
H 1.070 -1.333 -0.670
H 0.978 -1.213 1.075
H 0.050 -3.439 1.528
O 1.566 2.661 0.337
H 1.982 2.784 1.197
H 1.278 1.733 0.343
*
```

As for the SMILES: CN[C@H](C)CS.O. Its LUMO energy is 0.83 eV.

(b)
This record from the Open Molecules 2025 dataset describes 2 unconnected molecules or ions with the total composition C4H13NOS. The level of theory is ωB97M-V/def2-TZVPD.

The geometry in ORCA input format:
```
! RIJCOSX wB97M-V def2-TZVPD def2/J DEFGRID3
* xyz 0 1
C -1.720 -0.135 0.259
N -0.667 -0.919 -0.526
C 0.169 0.068 -1.256
C 0.932 1.095 -0.389
C 0.996 -0.761 -2.255
S 2.341 0.220 -3.018
H -1.331 0.128 1.259
H -2.653 -0.725 0.322
H -1.858 0.813 -0.268
H -0.071 -1.402 0.147
H -0.635 0.643 -1.783
H 1.473 1.767 -1.084
H 1.753 0.530 0.097
H 0.177 1.696 0.089
H 0.275 -1.011 -3.057
H 1.395 -1.715 -1.915
H 3.283 -0.752 -3.079
O -1.713 0.268 5.432
H -0.916 0.771 5.660
H -1.230 -0.576 5.365
*
```

As for the SMILES: CN[C@@H](C)CS.O. Its LUMO energy is 0.66 eV.

Relative energies, in kJ/mol, with the most stable structure set to zero: (a) 0.0; (b) 50.5.

(a)
This record from the Open Molecules 2025 dataset describes a single C5H2O molecule. The level of theory is ωB97M-V/def2-TZVPD.

The geometry in ORCA input format:
```
! RIJCOSX wB97M-V def2-TZVPD def2/J DEFGRID3
* xyz 0 1
O -2.843 -0.378 -0.174
C -1.886 0.242 0.233
C -0.526 0.021 -0.204
C 0.659 -0.161 -0.485
C 1.963 -0.505 -1.278
C 2.107 -0.218 -0.029
H -1.990 1.049 0.982
H 2.515 -0.050 0.956
*
```

Its LUMO energy is -1.17 eV.

(b)
This record from the Open Molecules 2025 dataset describes 2 unconnected molecules or ions with the total composition C5H2O. The level of theory is ωB97M-V/def2-TZVPD.

The geometry in ORCA input format:
```
! RIJCOSX wB97M-V def2-TZVPD def2/J DEFGRID3
* xyz 0 1
C -1.506 -1.645 1.165
C -0.258 -1.447 1.056
C 1.024 1.072 -0.492
C 0.994 -1.029 0.890
C 0.401 1.936 -1.240
O -0.232 2.664 -1.922
H -2.382 -2.213 1.131
H 1.959 0.662 -0.586
*
```

Its LUMO energy (alpha / beta) is -2.57 / -3.46 eV.

Relative energies, in kJ/mol, with the most stable structure set to zero: (a) 0.0; (b) 398.5.

(a)
This record from the Open Molecules 2025 dataset describes a single C4H6ClN molecule. The level of theory is ωB97M-V/def2-TZVPD.

The geometry in ORCA input format:
```
! RIJCOSX wB97M-V def2-TZVPD def2/J DEFGRID3
* xyz 0 3
C 1.696 -0.203 1.511
C 0.672 -0.706 -0.909
C -0.801 0.378 0.902
C 0.292 -0.654 0.553
N 2.559 0.016 2.212
Cl -0.050 -2.251 1.304
H -0.178 -0.899 -1.529
H 0.889 0.421 -1.121
H 1.398 -1.417 -1.041
H -0.519 0.914 1.790
H -1.777 -0.240 0.915
H -0.838 0.885 -0.080
*
```

Its LUMO energy (alpha / beta) is 0.69 / -4.77 eV. The expectation value of S² is 2.005.

(b)
This record from the Open Molecules 2025 dataset describes 2 unconnected molecules or ions with the total composition C4H6ClN. The level of theory is ωB97M-V/def2-TZVPD.

The geometry in ORCA input format:
```
! RIJCOSX wB97M-V def2-TZVPD def2/J DEFGRID3
* xyz 0 3
C 0.004 -0.194 -0.090
C -1.726 1.516 1.589
C -1.262 0.129 0.051
C 0.777 -0.683 -1.271
N -0.792 1.875 2.246
Cl -2.572 0.013 -1.076
H 0.536 -0.011 0.789
H -2.797 1.639 1.466
H 0.179 -0.241 -2.098
H 1.867 -0.310 -1.185
H 0.759 -1.702 -1.241
H -0.483 2.560 2.871
*
```

Its LUMO energy (alpha / beta) is 0.94 / -2.11 eV. The expectation value of S² is 2.021.

Relative energies, in kJ/mol, with the most stable structure set to zero: (a) 63.2; (b) 0.0.

(a)
This record from the Open Molecules 2025 dataset describes 9 unconnected molecules or ions with the total composition C4H28N2O9. The level of theory is ωB97M-V/def2-TZVPD.

The geometry in ORCA input format:
```
! RIJCOSX wB97M-V def2-TZVPD def2/J DEFGRID3
* xyz 0 1
C -0.978 2.037 -2.306
C -0.998 1.281 -0.984
O -2.141 1.702 -0.236
C -0.828 -0.315 -0.993
N -0.915 -0.722 0.378
C -0.806 -2.207 0.620
N 0.521 -2.754 0.337
H -1.932 2.005 -2.990
H -0.216 1.498 -2.873
H -0.783 3.100 -2.130
H -0.136 1.520 -0.303
H -3.017 1.669 -0.603
H -1.463 -0.993 -1.554
H 0.156 -0.508 -1.471
H -0.269 -0.213 1.042
H -1.166 -2.297 1.646
H -1.515 -2.790 0.010
H 1.141 -2.585 1.101
H 0.500 -3.775 0.236
O 0.189 3.108 1.868
H 0.181 2.164 1.939
H 0.560 3.195 0.990
O -0.976 -1.065 -4.046
H -0.087 -1.324 -3.753
H -1.181 -0.176 -3.813
O 2.101 -0.061 -0.238
H 2.141 0.340 0.678
H 1.486 -0.771 0.031
O 2.353 2.308 -1.469
H 2.151 1.376 -1.446
H 1.853 2.691 -0.659
O 1.524 -1.370 -3.429
H 1.867 -0.542 -3.067
H 1.125 -1.953 -2.717
O 1.936 -0.863 2.300
H 2.655 -1.519 2.429
H 1.264 -0.969 3.035
O -1.439 0.822 3.745
H -1.594 1.634 3.263
H -2.209 0.256 3.655
O -0.147 -1.304 4.095
H -0.804 -1.263 3.390
H -0.103 -0.368 4.292
*
```

As for the SMILES: C[C@@H](O)CNCN.O.O.O.O.O.O.O.O. Its LUMO energy is 0.01 eV.

(b)
This record from the Open Molecules 2025 dataset describes 10 unconnected molecules or ions with the total composition C4H28N2O9. The level of theory is ωB97M-V/def2-TZVPD.

The geometry in ORCA input format:
```
! RIJCOSX wB97M-V def2-TZVPD def2/J DEFGRID3
* xyz 0 1
C 0.506 -2.310 -1.061
C -0.216 -2.413 0.041
N -1.326 -3.294 0.137
C 0.101 -1.610 1.286
C -1.151 -0.968 1.894
N -1.567 0.243 1.165
H 0.576 -2.920 -1.947
H 1.276 -1.542 -1.194
H -1.290 -4.130 -0.431
H -2.201 -2.841 -0.098
H 0.638 -2.212 2.025
H 0.766 -0.796 0.983
H -1.999 -1.646 1.930
H -1.032 -0.686 2.942
H -0.817 0.682 0.642
H -2.263 0.136 0.446
O -2.875 2.294 -0.469
H -2.639 3.015 0.115
H -3.648 1.885 -0.029
O 3.223 -1.368 1.627
H 3.031 -1.870 2.437
H 2.457 -1.427 1.020
O 4.024 0.450 -0.119
H 3.327 1.022 0.248
H 4.349 0.054 0.709
O 0.038 1.070 -1.751
H -0.549 1.743 -1.361
H 0.822 1.589 -2.022
O 0.145 2.179 2.742
H -0.462 1.857 2.046
H 0.149 1.360 3.282
O -3.142 -2.005 -1.722
H -2.866 -2.105 -2.631
H -2.913 -1.129 -1.362
O 2.300 2.357 0.750
H 1.620 2.685 1.379
H 3.117 2.841 0.934
O -2.642 0.765 -2.947
H -2.553 0.599 -3.885
H -2.144 1.573 -2.783
O 2.418 2.387 -1.988
H 3.044 1.673 -1.865
H 2.372 2.812 -1.120
*
```

As for the SMILES: C=C(N)CCN.O.O.O.O.O.O.O.O.O. Its LUMO energy is 0.11 eV.

Relative energies, in kJ/mol, with the most stable structure set to zero: (a) 91.7; (b) 0.0.